No. 1
A cluster of 2 separate species, C22H22ClF3N4O2 in total at a distorted geometry, computed with ωB97M-V/def2-TZVPD.

Its HOMO-LUMO gap is 9.167 eV. The calculation puts the energy above the lowest of the compared OMol25 structures with the same formula, charge and spin at 54.1 kcal/mol. The value obtained for the HOMO energy is -9.10 eV. Its structure (SMILES) is N#C[C@@H]1N[C@@H](CF)[C@H]1c1ccc(-c2c(F)cc(Cl)cc2F)cc1.CNC(=O)CNC(C)=O.

Structure (ORCA input):
```
! wB97M-V def2-TZVPD RIJCOSX def2/J DEFGRID3
* xyz 0 1
N 0.3453 -3.4484 -0.9167
C 0.4577 -2.6806 -0.0487
C 0.6022 -1.7481 1.0745
N -0.3594 -1.8459 2.1812
C -0.3102 -0.3882 2.3578
C 0.6971 0.0432 3.4460
F 0.4656 -0.6404 4.5999
C 0.1755 -0.2840 0.9011
C 1.1864 0.7783 0.5526
C 2.4324 0.4688 -0.0085
C 3.3254 1.4882 -0.3496
C 2.9858 2.8401 -0.1687
C 3.8847 3.9334 -0.6036
C 4.5628 3.8588 -1.8421
F 4.4485 2.7930 -2.6698
C 5.3508 4.9232 -2.2793
C 5.4845 6.0765 -1.5134
Cl 6.4454 7.4095 -2.0956
C 4.8355 6.1556 -0.2846
C 4.0457 5.1016 0.1779
F 3.4645 5.2452 1.3934
C 1.7321 3.1357 0.3896
C 0.8473 2.1202 0.7496
H 1.6310 -1.8362 1.4444
H -1.2786 -2.1309 1.8431
H -1.2857 0.0779 2.5400
H 0.6084 1.1187 3.6264
H 1.7230 -0.1569 3.1237
H -0.6670 -0.1983 0.2068
H 2.7268 -0.5592 -0.1953
H 4.2913 1.2171 -0.7649
H 5.8528 4.8554 -3.2387
H 4.9433 7.0479 0.3231
H 1.4169 4.1660 0.5220
H -0.1205 2.3849 1.1650
C -5.9312 -3.7019 -2.9916
N -5.0432 -3.1248 -1.9838
C -4.0543 -2.2596 -2.2396
O -3.8118 -1.8471 -3.3696
C -3.1722 -1.8104 -1.0667
N -2.8330 -2.8778 -0.1115
C -3.6519 -3.3667 0.8171
C -3.1136 -4.4838 1.6802
O -4.7949 -2.9607 0.9686
H -5.3599 -3.9656 -3.8845
H -6.6962 -2.9747 -3.2676
H -6.4127 -4.5988 -2.5992
H -5.2114 -3.3470 -1.0090
H -2.2533 -1.3943 -1.4798
H -3.7033 -1.0174 -0.5395
H -1.9359 -3.3293 -0.2282
H -3.8524 -4.7332 2.4410
H -2.9254 -5.3582 1.0597
H -2.1906 -4.1708 2.1655
*
```

---

No. 2
A structure of composition C22H22F6N15O8S3Se2Sr at a distorted geometry, computed with ωB97M-V/def2-TZVPD.

Its HOMO-LUMO gap is 7.178 eV. The calculation puts the energy above the lowest of the compared OMol25 structures with the same formula, charge and spin at 0.0 kcal/mol. The value obtained for the HOMO energy is -5.44 eV.

Structure (ORCA input):
```
! wB97M-V def2-TZVPD RIJCOSX def2/J DEFGRID3
* xyz -1 1
Sr 0.0793 -0.7953 -1.1120
F -4.0756 -2.3808 -4.4571
C -3.6861 -1.1202 -4.2519
F -4.7606 -0.3322 -4.2807
F -2.8580 -0.7432 -5.2030
S -2.9300 -0.9696 -2.5515
O -1.9772 0.1149 -2.6721
O -4.0433 -0.8227 -1.6679
N -2.1686 -2.3096 -2.1815
S -1.1445 -3.1013 -3.0678
O 0.0966 -3.2156 -2.3274
O -1.0881 -2.7297 -4.4475
C -1.8317 -4.8375 -3.0435
F -3.1575 -4.8332 -2.9127
F -1.5159 -5.4444 -4.1844
F -1.3058 -5.5328 -2.0340
Se 2.4789 -4.5702 0.5808
Se 1.4157 -2.7517 1.5059
C -0.4345 -3.1824 1.1534
C -0.9533 -4.4510 0.9365
C -2.3184 -4.5644 0.7406
C -3.1147 -3.4292 0.7662
C -2.5028 -2.2084 0.9717
N -1.1850 -2.0835 1.1596
C 2.8454 -3.9070 -1.2025
C 3.2155 -4.8568 -2.1453
C 3.5394 -4.4128 -3.4154
C 3.4907 -3.0547 -3.6843
C 3.1102 -2.1938 -2.6685
N 2.7802 -2.6125 -1.4416
H -0.3041 -5.3143 0.9165
H -2.7563 -5.5375 0.5564
H -4.1794 -3.4774 0.5866
H -3.0706 -1.2848 0.9560
H 3.2308 -5.9093 -1.8933
H 3.8155 -5.1216 -4.1859
H 3.7217 -2.6581 -4.6626
H 3.0366 -1.1283 -2.8430
N 2.0929 2.5207 -0.9865
C 1.9205 1.9357 -2.2257
N 2.0846 2.6013 -3.3596
N 1.7995 1.6932 -4.3167
N 1.4858 0.5637 -3.7860
N 1.5564 0.6737 -2.4321
C 1.9484 1.9072 0.2396
N 2.1493 2.5642 1.3775
N 1.8664 1.6547 2.3332
N 1.5342 0.5317 1.7974
N 1.5659 0.6474 0.4503
H 2.4014 3.4761 -0.9821
C 2.9047 3.7327 5.8969
C 2.3184 3.8482 4.4981
S 0.5871 4.2298 4.5984
O 0.4188 5.5242 5.2195
O -0.0960 3.0946 5.1830
C 0.1138 4.3396 2.8750
C -1.3315 3.8960 2.6537
N -1.4431 3.0794 1.4476
C -1.4202 1.7302 1.4423
N -1.3807 1.2439 0.2048
C -1.3917 2.3241 -0.6276
C -1.4241 3.4617 0.1209
N -1.4309 4.8084 -0.3422
O -1.4558 5.7043 0.4947
O -1.5842 4.9790 -1.5346
C -1.4224 0.9120 2.6824
H 3.9684 3.5082 5.8250
H 2.4217 2.9274 6.4488
H 2.7818 4.6611 6.4540
H 2.3868 2.9185 3.9285
H 2.7734 4.6546 3.9209
H 0.8036 3.6842 2.3354
H 0.2839 5.3656 2.5566
H -1.9992 4.7455 2.5675
H -1.6588 3.2712 3.4815
H -1.3645 2.2494 -1.7019
H -2.3978 0.9590 3.1740
H -0.6634 1.2542 3.3857
H -1.1980 -0.1134 2.4086
*
```

---

No. 3
A structure of composition C22H22F6N5O3SYb at a distorted geometry, computed with ωB97M-V/def2-TZVPD.

Its HOMO-LUMO gap (alpha / beta) is 8.364 / 8.366 eV. As for the expectation value of S²: 0.75. The calculation puts the energy above the lowest of the compared OMol25 structures with the same formula, charge and spin at 12.9 kcal/mol. The value obtained for the HOMO energy (alpha / beta) is -8.43 / -8.43 eV.

Structure (ORCA input):
```
! wB97M-V def2-TZVPD RIJCOSX def2/J DEFGRID3
* xyz 0 2
Yb -0.0665 0.8970 -0.6697
N 0.5085 2.7893 1.0227
N 0.7396 3.8119 0.0518
C -0.0368 3.8155 -1.1597
O -0.1891 4.8885 -1.6960
O -0.4429 2.6746 -1.5378
H -0.3017 3.0146 1.6200
H 1.3293 2.7359 1.6282
H 0.8413 4.7539 0.4268
F -7.0005 0.5608 -0.1068
C -5.6900 0.6881 0.1525
C -4.7643 0.7228 -0.8864
F -5.1544 0.6185 -2.1635
C -3.4246 0.8349 -0.5829
F -2.4740 0.8541 -1.5867
C -2.8971 0.8910 0.7253
O -1.6378 0.9283 0.9365
C -3.8804 0.8647 1.7472
F -3.4583 0.9128 3.0291
C -5.2312 0.7582 1.4701
F -6.1147 0.6977 2.4721
F 5.9411 0.2786 -3.2405
C 4.6905 0.3446 -2.7171
C 4.3737 1.3587 -1.8372
C 3.0944 1.4063 -1.3030
C 2.0794 0.4679 -1.5944
C 2.4868 -0.5302 -2.5067
C 3.7537 -0.6057 -3.0676
H 5.1157 2.0983 -1.5785
H 2.8784 2.2320 -0.6283
H 1.7815 -1.3044 -2.8033
H 4.0157 -1.3867 -3.7667
S -2.3420 -2.5594 -3.6287
C -1.6172 -1.1907 -4.3654
C -0.8364 -0.5247 -3.4757
N -0.7979 -1.0791 -2.2242
C -1.5352 -2.1473 -2.1690
H -1.8112 -0.9589 -5.3943
H -0.2695 0.3760 -3.6717
H -1.6306 -2.7682 -1.2981
C 0.9349 -0.0688 2.6603
C 1.2225 -1.0966 3.7817
N 1.2802 -2.4365 3.2247
C -0.0188 -2.7636 2.6666
C -0.3877 -1.7429 1.5687
N 0.7048 -0.7670 1.3793
C 1.9435 -1.4981 1.0458
C 2.2895 -2.4912 2.1802
H 1.7922 0.5963 2.5223
H 0.0471 0.5252 2.8853
H 0.4370 -1.0853 4.5391
H 2.1729 -0.8918 4.2773
H -0.7451 -2.7418 3.4816
H 0.0217 -3.7822 2.2758
H -1.2869 -1.1921 1.8471
H -0.5555 -2.2414 0.6104
H 2.7392 -0.7621 0.9035
H 1.7948 -2.0106 0.0930
H 3.2550 -2.2541 2.6303
H 2.3335 -3.5150 1.8044
*
```

---

No. 4
A structure of composition C22H22FeN at a distorted geometry, computed with ωB97M-V/def2-TZVPD.

Its HOMO-LUMO gap (alpha / beta) is 4.010 / 5.941 eV. As for the expectation value of S²: 6.12. The value obtained for the HOMO energy (alpha / beta) is -1.02 / -2.98 eV.

Structure (ORCA input):
```
! wB97M-V def2-TZVPD RIJCOSX def2/J DEFGRID3
* xyz -1 5
C 5.5161 0.1858 -0.2621
C 3.9769 0.1928 -0.0662
C 3.3192 -0.9111 0.4086
C 1.9408 -0.9360 0.6906
N 1.1083 0.1185 0.6465
C 1.6903 1.2411 -0.0753
C 3.1212 1.3041 -0.3501
C 3.7130 2.5393 -0.6777
C 2.9383 3.6764 -0.7761
C 1.5453 3.6076 -0.6180
C 0.9448 2.3717 -0.4268
H 5.9584 1.1506 -0.5828
H 6.0546 -0.1062 0.6657
H 5.8013 -0.5581 -1.0358
H 3.8408 -1.8355 0.6389
H 1.5008 -1.9003 0.9397
H 4.7916 2.5863 -0.7415
H 3.4372 4.6206 -0.9783
H 0.9809 4.5383 -0.5809
H -0.1292 2.3621 -0.4103
C -0.8631 1.1555 1.6114
C -0.1850 -0.2975 1.7117
C -1.1929 -1.3048 1.0625
C -2.4323 -1.9071 1.5982
C -2.7286 -3.0827 0.7641
C -1.8046 -3.1007 -0.3503
C -0.9278 -1.9205 -0.2143
Fe -2.7944 -1.3915 -0.2433
C -3.0027 0.4013 -1.0549
C -4.0675 0.1178 -0.0979
C -4.7455 -1.0914 -0.5303
C -4.1054 -1.5541 -1.7471
C -3.0275 -0.6393 -2.0685
H -1.8615 1.2932 2.0570
H -0.1679 1.9642 1.9956
H -0.8720 1.3020 0.4980
H 0.1481 -0.7577 2.7571
H -2.9565 -1.6378 2.5260
H -3.4732 -3.8499 1.0193
H -1.7001 -3.8604 -1.1158
H -0.0562 -1.5856 -0.7988
H -2.3763 1.2905 -1.0882
H -4.3686 0.7730 0.7237
H -5.6549 -1.5115 -0.0940
H -4.4309 -2.3869 -2.3699
H -2.4035 -0.6663 -2.9596
*
```

---

No. 5
An isolated molecule of C22H22N2O2S at a distorted geometry, computed with ωB97M-V/def2-TZVPD.

Its HOMO-LUMO gap is 8.355 eV. The calculation puts the energy above the lowest of the compared OMol25 structures with the same formula, charge and spin at 40.2 kcal/mol. The value obtained for the HOMO energy is -8.12 eV. Its structure (SMILES) is CC(C)(C)c1ccc(-c2cc(Sc3ccc4c(c3)OCCO4)ncn2)cc1.

Structure (ORCA input):
```
! wB97M-V def2-TZVPD RIJCOSX def2/J DEFGRID3
* xyz 0 1
C 0.4208 -6.8918 -1.5192
C -0.2437 -6.4824 -0.1791
C 0.4532 -7.2310 0.9706
C -1.7303 -6.9839 -0.0827
C -0.1119 -4.9400 -0.0287
C -1.1858 -4.0754 -0.0490
C -1.0354 -2.6662 0.0862
C 0.2498 -2.0794 0.2144
C 0.4127 -0.6152 0.4673
C -0.6321 0.2899 0.1616
C -0.3542 1.6256 0.2253
S -1.6464 2.7126 -0.2702
C -1.0341 4.3264 0.0361
C -0.6682 4.6857 1.3406
C -0.1405 5.9469 1.5557
C 0.0857 6.8986 0.5238
C -0.3540 6.5288 -0.7708
C -0.8704 5.2480 -1.0118
O -0.2201 7.4289 -1.8151
C 0.0647 8.7858 -1.4069
C 1.1078 8.7899 -0.3173
O 0.7108 8.0643 0.8289
N 0.8611 2.0571 0.6499
C 1.8018 1.2064 0.9957
N 1.6072 -0.1203 0.8649
C 1.3233 -2.9646 0.2248
C 1.1558 -4.3347 0.0836
H 0.5143 -7.9578 -1.6747
H -0.1851 -6.5339 -2.3440
H 1.4434 -6.4913 -1.6541
H 0.0759 -8.2583 1.0196
H 1.5252 -7.2587 0.8661
H 0.2460 -6.6876 1.8981
H -1.8074 -8.0794 -0.2651
H -2.0867 -6.8476 0.9676
H -2.3914 -6.4651 -0.7523
H -2.1863 -4.4378 -0.1410
H -1.9134 -2.0683 0.1301
H -1.6090 -0.0347 -0.2327
H -0.7323 3.9726 2.1573
H 0.2158 6.1278 2.5812
H -1.1552 4.9968 -2.0497
H 0.4210 9.3089 -2.2855
H -0.8369 9.3296 -1.0649
H 1.2698 9.8163 0.0324
H 2.0389 8.3679 -0.7180
H 2.7477 1.5406 1.4122
H 2.3226 -2.5875 0.2785
H 2.0551 -4.9620 0.0604
*
```

---

No. 6
An isolated molecule of C22H22N2O4 at a distorted geometry, computed with ωB97M-V/def2-TZVPD.

Its HOMO-LUMO gap is 8.469 eV. The calculation puts the energy above the lowest of the compared OMol25 structures with the same formula, charge and spin at 35.0 kcal/mol. The value obtained for the HOMO energy is -7.98 eV. Its structure (SMILES) is CCCCOc1cccc(C(=O)Nc2ccc(NC(=O)c3ccco3)cc2)c1.

Structure (ORCA input):
```
! wB97M-V def2-TZVPD RIJCOSX def2/J DEFGRID3
* xyz 0 1
C 1.9989 7.1864 1.1927
C 2.0065 5.6717 1.0339
C 3.0252 5.0129 1.9610
C 3.0112 3.4930 1.8348
O 1.7655 3.0279 2.3154
C 1.5095 1.6974 2.3088
C 2.3810 0.7146 1.8488
C 2.0087 -0.6195 1.9028
C 0.7734 -0.9958 2.3891
C -0.1099 -0.0146 2.8365
C -1.4227 -0.3831 3.4359
O -1.8001 0.0498 4.5060
N -2.1843 -1.2976 2.7633
C -2.0734 -1.7891 1.4600
C -2.5440 -3.0730 1.1898
C -2.4696 -3.5932 -0.0847
C -1.9243 -2.8420 -1.1249
N -1.8718 -3.4218 -2.3924
C -1.3849 -2.9004 -3.5566
O -0.8868 -1.8002 -3.6856
C -1.5230 -3.8288 -4.6914
C -1.1566 -3.6598 -6.0020
C -1.5168 -4.8498 -6.6694
C -2.0744 -5.6559 -5.7234
O -2.0850 -5.0538 -4.5260
C -1.4743 -1.5505 -0.8624
C -1.5579 -1.0289 0.4129
C 0.2649 1.3172 2.8141
H 2.9788 7.6002 0.9632
H 1.2708 7.6365 0.5223
H 1.7419 7.4617 2.2130
H 1.0170 5.2729 1.2614
H 2.2422 5.4149 -0.0017
H 2.7978 5.2754 2.9954
H 4.0295 5.3720 1.7278
H 3.1441 3.2012 0.7835
H 3.8283 3.0585 2.4279
H 3.3515 0.9731 1.4558
H 2.7005 -1.3727 1.5561
H 0.4985 -2.0384 2.4334
H -2.9690 -1.6466 3.3015
H -2.9681 -3.6647 1.9882
H -2.8365 -4.5915 -0.2782
H -2.2507 -4.3581 -2.4506
H -0.6913 -2.7893 -6.4148
H -1.3808 -5.0751 -7.7069
H -2.4863 -6.6446 -5.7771
H -1.0705 -0.9568 -1.6647
H -1.2275 -0.0190 0.5938
H -0.4051 2.0772 3.1840
*
```

---

No. 7
An isolated molecule of C22H22N2O6S at a distorted geometry, computed with ωB97M-V/def2-TZVPD.

Its HOMO-LUMO gap is 9.102 eV. The calculation puts the energy above the lowest of the compared OMol25 structures with the same formula, charge and spin at 30.6 kcal/mol. The value obtained for the HOMO energy is -8.71 eV. Its structure (SMILES) is COc1ccc(S(=O)(=O)N2CCc3ccccc32)cc1C(=O)OCc1c(C)noc1C.

Structure (ORCA input):
```
! wB97M-V def2-TZVPD RIJCOSX def2/J DEFGRID3
* xyz 0 1
C 3.0058 0.6010 -1.1690
O 1.8426 -0.1978 -1.1437
C 1.2791 -0.5142 0.0403
C 1.7940 -0.1518 1.2849
C 1.1627 -0.5606 2.4459
C 0.0318 -1.3509 2.3790
S -0.8636 -1.7178 3.8875
O 0.0434 -1.6959 4.9916
O -1.7030 -2.8585 3.6925
N -1.8752 -0.3774 4.0261
C -3.0010 -0.3182 3.0950
C -2.7491 0.8853 2.1677
C -1.6967 1.6483 2.9217
C -1.1707 2.9018 2.7011
C -0.1716 3.3654 3.5493
C 0.2886 2.5811 4.5937
C -0.2323 1.3143 4.8230
C -1.2255 0.8635 3.9758
C -0.4876 -1.7363 1.1589
C 0.1157 -1.3075 -0.0121
C -0.4597 -1.7018 -1.3322
O -0.7719 -2.8252 -1.6306
O -0.6026 -0.6357 -2.1170
C -0.9408 -0.8512 -3.4934
C 0.2659 -0.6006 -4.3300
C 0.5290 0.5003 -5.1957
C -0.3698 1.6328 -5.5254
N 1.7258 0.3936 -5.7060
O 2.2870 -0.7370 -5.2062
C 1.4220 -1.3388 -4.3777
C 1.8371 -2.5832 -3.6912
H 3.2466 0.7278 -2.2234
H 3.8408 0.1080 -0.6626
H 2.8278 1.5808 -0.7178
H 2.6843 0.4514 1.3560
H 1.5518 -0.2878 3.4132
H -3.0839 -1.2718 2.5771
H -3.9089 -0.1669 3.6868
H -3.6558 1.4689 2.0131
H -2.3683 0.5796 1.1888
H -1.5271 3.5124 1.8848
H 0.2460 4.3485 3.3925
H 1.0627 2.9597 5.2441
H 0.1223 0.6876 5.6247
H -1.3561 -2.3747 1.1190
H -1.3013 -1.8796 -3.6103
H -1.7360 -0.1443 -3.7381
H -1.2680 1.2681 -6.0215
H -0.6652 2.1528 -4.6157
H 0.1476 2.3224 -6.1852
H 2.2492 -2.3412 -2.7112
H 0.9820 -3.2382 -3.5421
H 2.6001 -3.0903 -4.2759
*
```

---

No. 8
A structure of composition C22H22N4O4S2Y at a distorted geometry, computed with ωB97M-V/def2-TZVPD.

Its HOMO-LUMO gap is 8.357 eV. The calculation puts the energy above the lowest of the compared OMol25 structures with the same formula, charge and spin at 12.6 kcal/mol. The value obtained for the HOMO energy is -10.88 eV.

Structure (ORCA input):
```
! wB97M-V def2-TZVPD RIJCOSX def2/J DEFGRID3
* xyz 1 1
Y 0.2833 -1.3998 -0.0992
C -1.3644 -4.0924 -1.8576
O -0.2294 -3.8351 -1.0291
C 0.9485 -4.5456 -1.4120
C 1.8737 -3.6095 -2.2013
O 2.2476 -2.5088 -1.3612
C 3.5715 -2.6368 -0.8283
H -1.5756 -5.1662 -1.8766
H -1.2179 -3.7246 -2.8780
H -2.2061 -3.5645 -1.4044
H 0.6985 -5.4367 -1.9972
H 1.4414 -4.8542 -0.4796
H 1.3308 -3.1901 -3.0593
H 2.7610 -4.1403 -2.5629
H 4.3077 -2.4794 -1.6234
H 3.7263 -3.6210 -0.3778
H 3.6780 -1.8618 -0.0684
N 0.6189 5.4645 3.6188
C 0.9471 4.1895 3.3129
C 0.4135 3.1232 4.0572
C 0.6901 1.8234 3.7087
C 1.5133 1.5604 2.6233
C 2.0748 2.5911 1.8885
C 1.8008 3.8962 2.2357
S 1.6936 -0.1312 2.1801
O 2.4774 -0.9081 3.0900
O 2.1351 -0.2449 0.7614
N 0.1555 -0.6981 2.1053
C -0.0288 -1.9571 2.5498
S 0.1017 -2.5011 4.1788
C -0.3232 -4.0912 3.6436
C -0.5078 -4.1101 2.3061
N -0.3286 -2.9076 1.6798
H -0.0240 5.6597 4.3649
H 0.9628 6.2343 3.0751
H -0.2228 3.3382 4.9003
H 0.2578 0.9956 4.2481
H 2.7004 2.3530 1.0443
H 2.2376 4.7100 1.6779
H -0.4134 -4.8993 4.3416
H -0.7708 -4.9640 1.7091
N -4.5034 6.1421 -4.8007
C -4.0017 5.2213 -4.3389
C -3.3781 4.0932 -3.7558
C -3.8953 3.5460 -2.5806
C -3.2794 2.4575 -2.0020
C -2.1360 1.9054 -2.5866
C -1.6239 2.4545 -3.7654
C -2.2391 3.5433 -4.3456
C -1.4693 0.8274 -1.9473
C -0.8887 -0.0804 -1.3874
H -4.7685 3.9893 -2.1275
H -3.6704 2.0329 -1.0895
H -0.7388 2.0276 -4.2128
H -1.8406 3.9829 -5.2470
*
```